The following is a quantum chemistry calculation of a structure of composition C17H53ClGaN18O12 at a distorted geometry, from OMol25.

Cartesian coordinates (Å):
C1 2.5781 -1.2397 -2.5525
C2 2.5209 0.0295 -3.3979
C3 1.1414 0.7499 -3.3434
O1 0.2866 0.2349 -2.3481
Ga1 -1.5188 -0.0443 -2.7287
C4 -2.4997 1.5174 -1.7775
C5 -3.8864 1.2258 -1.4179
O2 -4.3167 1.0151 -0.2759
O3 -4.7778 1.2102 -2.4790
C6 -1.9512 -1.7771 -1.7064
C7 -3.2742 -2.4493 -2.0128
C8 -3.8167 -2.2851 -3.4231
Cl1 -3.1548 -4.2759 -1.7505
H1 2.4441 -1.0130 -1.4948
H2 1.8529 -1.9835 -2.8830
H3 3.5737 -1.6825 -2.6691
H4 3.2971 0.7121 -3.0402
H5 2.7297 -0.2338 -4.4337
H6 1.3100 1.8128 -3.1263
H7 0.6717 0.6644 -4.3321
H8 -1.8156 -0.1125 -4.2931
H9 -1.9580 1.7478 -0.8596
H10 -2.4694 2.3716 -2.4585
H11 -5.2011 0.3494 -2.5251
H12 -1.9616 -1.4843 -0.6504
H13 -1.1089 -2.4548 -1.8446
H14 -4.0163 -2.0879 -1.3003
H15 -4.7253 -2.8836 -3.5404
H16 -4.0751 -1.2454 -3.6238
H17 -3.0908 -2.6177 -4.1663
C9 -8.2348 1.4167 -0.5266
O4 -7.9297 0.4115 -1.1461
N1 -9.5167 1.9125 -0.5473
N2 -7.3548 2.1341 0.2345
H18 -9.8205 2.7340 -0.0611
H19 -10.1845 1.4153 -1.0999
H20 -6.3945 1.8242 0.2780
H21 -7.6282 2.9543 0.7381
C10 5.8987 -0.6084 -5.1560
O5 4.8680 -1.2507 -5.2719
N3 6.5375 -0.4233 -3.9712
N4 6.4973 -0.0105 -6.2489
H22 7.3627 0.1330 -3.8710
H23 6.1428 -0.8226 -3.1371
H24 6.0443 -0.1214 -7.1343
H25 7.3371 0.5299 -6.1887
C11 6.4692 0.2541 0.0063
O6 6.4531 0.0384 -1.2031
N5 5.5468 1.0490 0.6037
N6 7.4026 -0.3037 0.8327
H26 5.5007 1.1873 1.5945
H27 4.8004 1.3963 0.0312
H28 8.1010 -0.9003 0.4217
H29 7.4153 -0.1467 1.8214
C12 -13.0090 2.9076 -1.1341
O7 -12.0513 3.5631 -0.7651
N7 -14.2160 2.9418 -0.4869
N8 -12.9498 2.0854 -2.2270
H30 -15.0134 2.4090 -0.7740
H31 -14.2856 3.5339 0.3177
H32 -12.0827 2.0512 -2.7296
H33 -13.7207 1.5332 -2.5481
C13 1.3100 1.4115 1.0136
O8 2.3577 1.3979 0.3916
N9 0.1214 0.9820 0.5138
N10 1.2585 1.8907 2.3089
H34 -0.7259 1.0272 1.0479
H35 0.0755 0.6141 -0.4331
H36 2.1119 2.2321 2.7163
H37 0.4152 1.9108 2.8477
C14 3.4131 3.1066 5.1525
O9 4.0081 2.8060 4.1276
N11 2.7092 2.1978 5.8815
N12 3.3996 4.3870 5.6429
H38 2.1951 2.4206 6.7194
H39 2.7061 1.2564 5.5379
H40 3.9007 5.0818 5.1249
H41 2.9193 4.6453 6.4830
C15 11.2376 -0.7496 -0.5105
O10 10.1830 -1.0224 0.0308
N13 11.6608 0.5431 -0.6657
N14 12.0764 -1.7106 -1.0084
H42 12.5204 0.7954 -1.1120
H43 11.0558 1.2634 -0.3197
H44 11.7825 -2.6640 -0.9164
H45 12.9446 -1.5069 -1.4630
C16 0.7402 1.6019 9.1794
O11 1.7376 2.1375 8.7152
N15 -0.1227 2.2658 10.0047
N16 0.4197 0.3045 8.9064
H46 -0.9451 1.8487 10.3950
H47 0.0913 3.2204 10.2194
H48 1.0377 -0.2062 8.3048
H49 -0.3930 -0.1536 9.2706
C17 -2.1063 -8.1267 0.5663
O12 -1.4444 -8.8284 1.3158
N17 -1.5594 -7.3700 -0.4257
N18 -3.4723 -8.0407 0.6657
H50 -2.1056 -6.7939 -1.0391
H51 -0.5637 -7.3877 -0.5301
H52 -3.9132 -8.5761 1.3867
H53 -4.0301 -7.4555 0.0730

Properties
Kohn-Sham gap, eV: 6.54
E_HOMO, eV: -5.040
Total charge: -1
2S+1: 1

The following is a quantum chemistry calculation of a cluster of 8 separate species, C17H53N13O8 in total at a distorted geometry, from OMol25.

Cartesian coordinates (Å):
C1 0.3472 2.5872 -7.6230
O1 0.5969 2.8244 -6.2325
C2 -0.6102 2.6125 -5.5066
C3 -0.3633 2.8618 -3.9642
C4 -1.6502 3.3344 -3.2180
N1 0.6204 3.9061 -3.6967
H1 0.4297 1.5463 -7.9361
H2 1.1334 3.1576 -8.1201
H3 -0.5923 3.0553 -7.9193
H4 -1.4713 3.2593 -5.6924
H5 -0.7920 1.5419 -5.6190
H6 -0.0649 1.9276 -3.4845
H7 -1.4859 3.4088 -2.1462
H8 -2.3593 2.5361 -3.4493
H9 -2.0480 4.2957 -3.5509
H10 0.0362 4.7348 -3.7525
H11 1.1237 3.8853 -4.5822
C5 0.7290 -3.0950 3.3492
O2 2.0871 -3.5440 3.1623
C6 2.8247 -3.7911 4.3379
C7 4.1603 -4.3034 3.7472
C8 5.1870 -4.8418 4.7388
N2 4.8713 -3.2908 2.9466
H12 0.2248 -2.8019 2.4322
H13 0.8937 -2.1701 3.9130
H14 0.0714 -3.7172 3.9574
H15 2.9569 -2.8752 4.9199
H16 2.4183 -4.5989 4.9528
H17 3.9563 -5.2054 3.1673
H18 5.4996 -4.1080 5.4819
H19 6.0686 -5.3013 4.2868
H20 4.8040 -5.7776 5.1592
H21 4.1306 -2.6585 2.6578
H22 5.5872 -2.7394 3.3994
C9 -4.2586 -6.5726 -2.7991
O3 -2.9073 -6.0629 -2.6292
C10 -2.8386 -4.6609 -2.4034
C11 -1.4081 -4.1822 -2.1896
C12 -1.2615 -2.6830 -2.0565
N3 -0.6211 -4.6607 -3.3516
H23 -4.8379 -5.9986 -3.5217
H24 -4.6957 -6.4480 -1.8059
H25 -4.1584 -7.6328 -3.0132
H26 -3.4028 -4.1417 -3.1884
H27 -3.4458 -4.3439 -1.5447
H28 -1.0834 -4.6349 -1.2503
H29 -2.0669 -2.3028 -1.4289
H30 -1.1748 -2.2381 -3.0467
H31 -0.3130 -2.5514 -1.5354
H32 -1.1386 -4.4258 -4.1938
H33 -0.8291 -5.6552 -3.2838
N4 -0.5553 2.2590 0.3407
C13 -0.6470 0.9021 0.1665
N5 -0.2204 0.2478 1.2213
O4 -0.8927 0.3934 -0.9301
H34 -0.5861 2.8563 -0.4666
H35 0.0244 2.5997 1.0894
H36 -0.1457 -0.7510 1.1334
H37 0.0748 0.7631 2.0353
N6 3.0530 -0.2278 4.5563
C14 2.7401 0.4546 3.4310
N7 3.6412 0.3312 2.4537
O5 1.6290 0.9836 3.3137
H38 4.0191 -0.5055 4.5367
H39 2.4294 -0.3746 5.3265
H40 3.5981 0.7468 1.5392
H41 4.5376 -0.0676 2.6758
N8 0.7382 3.5926 4.0615
C15 1.4926 4.3677 4.8681
N9 0.7888 4.9562 5.8499
O6 2.7102 4.3992 4.7145
H42 -0.2501 3.7640 4.0262
H43 1.2660 2.9686 3.4672
H44 1.2175 5.7166 6.3485
H45 -0.1991 4.7897 5.7972
N10 0.3896 6.3096 1.0940
C16 0.7273 5.7097 -0.0766
N11 -0.3770 5.7290 -0.8807
O7 1.7429 5.0555 -0.2271
H46 -0.4534 6.8492 1.1124
H47 1.0072 6.1359 1.8699
H48 -0.2903 5.2489 -1.7613
H49 -1.2021 6.2066 -0.5772
N12 -4.2096 0.4483 -1.5574
C17 -4.9884 -0.5586 -1.1434
N13 -6.0928 -0.0099 -0.5257
O8 -4.6923 -1.7152 -1.3696
H50 -3.3452 0.1514 -1.9876
H51 -4.4122 1.3954 -1.3110
H52 -6.9353 -0.5618 -0.4920
H53 -6.2112 0.9803 -0.5964

Properties
Kohn-Sham gap, eV: 9.08
SMILES: COC[C@H](C)N.COC[C@H](C)N.COC[C@H](C)N.NC(N)=O.NC(N)=O.NC(N)=O.NC(N)=O.NC(N)=O
Energy above the lowest of the compared OMol25 structures with the same formula, charge and spin, kcal per mole: 72.7
E_HOMO, eV: -8.687
Total charge: 0
2S+1: 1

The following is a quantum chemistry calculation of a cluster of 9 separate species, C17H53NO9 in total at a distorted geometry, from OMol25.

Cartesian coordinates (Å):
C1 -1.3668 -2.9211 -4.8936
O1 -0.8274 -4.0195 -4.2378
C2 -0.0870 -3.8300 -3.0265
C3 -0.3070 -4.8578 -1.9036
C4 -1.7860 -5.3614 -1.8228
N1 -0.0231 -4.3571 -0.6005
H1 -1.9333 -2.2728 -4.2251
H2 -2.0739 -3.3020 -5.6304
H3 -0.6282 -2.3061 -5.4078
H4 0.9831 -3.7449 -3.2153
H5 -0.4337 -2.8639 -2.6595
H6 0.4441 -5.6420 -1.9994
H7 -2.0094 -5.7526 -2.8153
H8 -2.4898 -4.6053 -1.4749
H9 -1.9230 -6.0839 -1.0182
H10 0.1621 -5.1914 -0.0623
H11 0.8565 -3.8940 -0.4215
C5 0.3436 -0.9837 0.2382
C6 0.1126 0.5743 0.2761
O2 0.4533 1.0309 1.5260
H12 0.4584 -1.2832 -0.8035
H13 -0.5338 -1.5009 0.6265
H14 1.2290 -1.1222 0.8587
H15 -0.9174 0.8563 0.0574
H16 0.6850 1.1010 -0.4874
H17 0.9673 1.8240 1.3581
C7 -3.5564 -1.4162 -0.3054
C8 -3.5565 -1.2616 1.2705
O3 -3.9163 0.0564 1.4866
H18 -4.5772 -1.4074 -0.6877
H19 -3.0661 -2.3300 -0.6412
H20 -3.0292 -0.5836 -0.7712
H21 -2.5283 -1.4551 1.5761
H22 -4.2803 -1.9257 1.7429
H23 -3.9719 0.1751 2.4376
C9 0.6905 5.8224 2.6365
C10 1.2545 4.4660 2.1890
O4 2.4185 4.7112 1.4800
H24 -0.3092 5.7552 3.0657
H25 0.6897 6.5493 1.8243
H26 1.2795 6.3703 3.3720
H27 0.5148 3.8933 1.6296
H28 1.3148 3.9056 3.1220
H29 2.1097 4.8521 0.5820
C11 1.5049 0.4752 5.8790
C12 0.0555 0.5237 5.4726
O5 -0.3321 1.6926 4.6633
H30 2.1274 0.6336 4.9984
H31 1.6207 -0.4592 6.4281
H32 1.6202 1.2777 6.6076
H33 -0.6655 0.2609 6.2467
H34 0.0756 -0.2522 4.7074
H35 -0.1529 1.4051 3.7650
C13 0.8152 1.4688 -4.0931
C14 -0.5236 1.3261 -3.4044
O6 -1.3792 1.7400 -4.4294
H36 0.9699 0.7483 -4.8963
H37 1.5791 1.0531 -3.4360
H38 1.0934 2.4890 -4.3575
H39 -0.5560 2.0171 -2.5621
H40 -0.6523 0.3268 -2.9884
H41 -2.2841 1.6977 -4.1117
C15 -2.9762 3.1305 0.9259
O7 -2.6677 4.0996 1.8045
H42 -2.8875 3.6095 -0.0492
H43 -2.2599 2.3153 1.0278
H44 -3.9468 2.6562 1.0710
H45 -2.7279 3.8262 2.7228
C16 4.0273 2.5535 -0.7782
O8 4.6791 1.6988 -1.6732
H46 4.6274 2.7225 0.1159
H47 3.7776 3.5096 -1.2383
H48 3.1009 2.0987 -0.4274
H49 4.8098 2.1622 -2.5037
C17 3.5362 -3.0721 0.3950
O9 2.8882 -3.5090 -0.7701
H50 4.5119 -2.6537 0.1479
H51 2.9522 -2.3458 0.9603
H52 3.6357 -3.9567 1.0241
H53 3.1675 -2.9376 -1.4892

Properties
Kohn-Sham gap, eV: 9.28
SMILES: COC[C@H](C)N.CCO.CCO.CCO.CCO.CCO.CO.CO.CO
E_HOMO, eV: -8.970
Total charge: 0
2S+1: 1

Q: The highest E_HOMO belongs to which entry?
A: C17H53ClGaN18O12